#1
The following is a quantum chemistry calculation of one molecule with the formula C20H19N3O2, from OMol25.

```
44
C20H19N3O2 | OMol25 | ωB97M-V with the def2-TZVPD basis set
C 1.751 1.169 0.765
C 0.871 0.559 -0.282
C 0.149 1.383 -1.136
C -0.236 1.039 -2.503
O 0.034 0.026 -3.129
C -0.912 2.241 -3.057
C -1.487 2.436 -4.297
C -2.057 3.676 -4.565
C -2.040 4.689 -3.618
C -1.454 4.494 -2.372
C -0.893 3.261 -2.105
C -0.191 2.783 -0.884
O 0.013 3.452 0.115
N 0.818 -0.779 -0.365
C -0.323 -1.498 -0.882
C -0.884 -2.442 0.207
N 0.157 -2.884 1.111
C 0.095 -2.503 2.429
C 1.182 -2.624 3.312
C 1.002 -2.277 4.634
C -0.236 -1.816 5.063
C -1.244 -1.730 4.121
N -1.091 -2.060 2.852
C 1.412 -3.020 0.417
C 1.926 -1.620 0.053
H 1.439 2.196 0.930
H 1.678 0.626 1.707
H 2.791 1.175 0.439
H -1.494 1.643 -5.029
H -2.519 3.854 -5.525
H -2.486 5.644 -3.853
H -1.430 5.278 -1.631
H -1.101 -0.790 -1.156
H -0.040 -2.048 -1.785
H -1.342 -3.314 -0.274
H -1.639 -1.935 0.809
H 2.143 -2.982 2.982
H 1.826 -2.362 5.328
H -0.406 -1.534 6.090
H -2.233 -1.377 4.383
H 1.228 -3.614 -0.482
H 2.147 -3.551 1.020
H 2.417 -1.182 0.923
H 2.659 -1.684 -0.763
```

Summary:
Charge = 0
HOMO energy = -8.15 eV
SMILES = CC(=C1C(=O)c2ccccc2C1=O)N1CCN(c2ccccn2)CC1

=====

#2
The following is a quantum chemistry calculation of one molecule with the formula C20H19N3O2, from OMol25.

```
44
C20H19N3O2 | OMol25 | ωB97M-V with the def2-TZVPD basis set
O -1.271 -1.002 2.305
C -0.942 -1.271 1.165
C 0.475 -1.198 0.710
C 1.176 -0.047 0.969
C 2.508 0.110 0.549
C 3.230 1.300 0.772
C 4.521 1.422 0.343
C 5.147 0.357 -0.326
C 4.475 -0.810 -0.554
C 3.140 -0.968 -0.126
C 2.425 -2.162 -0.335
C 1.120 -2.289 0.072
O 0.485 -3.473 -0.137
N -1.855 -1.720 0.243
C -1.674 -1.565 -1.191
C -2.666 -0.497 -1.702
N -2.955 0.442 -0.641
C -1.974 1.367 -0.358
C -2.105 2.314 0.669
C -1.101 3.242 0.841
C 0.000 3.229 -0.007
C 0.028 2.272 -1.003
N -0.919 1.368 -1.177
C -3.736 -0.175 0.414
C -3.250 -1.628 0.630
H 0.683 0.760 1.491
H 2.737 2.112 1.287
H 5.070 2.336 0.514
H 6.170 0.471 -0.657
H 4.956 -1.631 -1.066
H 2.903 -2.999 -0.819
H -0.400 -3.445 0.250
H -0.656 -1.231 -1.393
H -1.848 -2.524 -1.691
H -3.612 -0.949 -2.011
H -2.230 0.044 -2.540
H -2.976 2.334 1.304
H -1.178 3.978 1.629
H 0.801 3.943 0.101
H 0.854 2.208 -1.700
H -4.796 -0.167 0.135
H -3.609 0.383 1.339
H -3.336 -1.902 1.682
H -3.817 -2.337 0.022
```

Summary:
Charge = 0
HOMO energy = -8.02 eV
SMILES = O=C(c1cc2ccccc2cc1O)N1CCN(c2ccccn2)CC1

=====

Relative to the most stable one, in eV, the structures come out at #1 0.947; #2 0.000.

=====

#1
The following is a quantum chemistry calculation of one molecule with the formula C5H11N3, from OMol25.

```
19
C5H11N3 | OMol25 | ωB97M-V with the def2-TZVPD basis set
C 1.053 1.304 -0.167
C -2.150 -0.593 0.667
C 1.325 -0.101 0.228
C -0.445 1.019 -0.414
N 2.354 -0.867 -0.209
N -0.864 0.482 -1.677
C -0.884 0.229 0.787
N 0.333 -0.687 0.942
H 2.259 -1.873 -0.265
H 3.219 -0.429 -0.475
H -0.556 -0.466 -1.919
H -0.683 1.100 -2.454
H 0.566 -1.236 1.768
H 1.221 2.003 0.659
H 1.605 1.623 -1.052
H -0.920 0.862 1.682
H -2.993 0.076 0.485
H -2.092 -1.287 -0.171
H -2.346 -1.157 1.584
```

Summary:
Charge = 0
HOMO energy (spin up / spin down) = -5.51 / -5.51 eV

=====

#2
The following is a quantum chemistry calculation of a 2-piece molecular cluster, C5H11N3 overall, from OMol25.

```
19
C5H11N3 | OMol25 | ωB97M-V with the def2-TZVPD basis set
H 1.229 -0.917 -1.662
N 1.244 0.089 -1.528
C 0.909 0.455 -0.371
C 0.913 1.919 -0.051
C 0.529 -0.492 0.756
C -0.871 -0.055 1.412
N 0.527 -1.850 0.277
H 1.267 2.471 -0.920
H 1.567 2.106 0.801
H -0.084 2.270 0.210
H 1.291 -0.410 1.540
H -1.686 0.137 0.721
H -0.722 0.860 1.976
H -1.176 -0.850 2.093
H 0.504 -2.510 1.046
H -0.286 -2.023 -0.311
C -1.727 -0.361 -1.951
N -1.820 -1.480 -1.749
H -1.607 0.641 -2.290
```

Summary:
Charge = 0
HOMO energy = -9.40 eV
SMILES = [H]/N=C(/C)[C@@H](C)N.C#N

=====

#3
The following is a quantum chemistry calculation of C5H11N3 as an isolated structure, from OMol25.

```
19
C5H11N3 | OMol25 | ωB97M-V with the def2-TZVPD basis set
C 1.455 -0.970 -0.909
C -0.375 -0.457 2.171
N 1.011 -0.172 0.208
C -0.304 -0.208 0.682
N -1.652 -0.029 -1.363
C 0.774 1.408 0.054
C -1.489 -0.170 -0.017
N 1.012 2.077 -1.003
H -0.814 0.060 -1.925
H -2.520 0.393 -1.667
H 0.971 1.511 -1.850
H 0.691 1.919 1.019
H -2.427 -0.209 0.528
H 2.528 -1.150 -0.793
H 1.354 -0.472 -1.886
H 0.924 -1.931 -0.960
H -1.097 -1.238 2.423
H -0.617 0.461 2.716
H 0.574 -0.823 2.571
```

Summary:
Charge = 0
HOMO energy = -7.58 eV

=====

Relative to the most stable one, in eV, the structures come out at #1 1.801; #2 0.000; #3 1.633.

=====

#1
The following is a quantum chemistry calculation of one molecule with the formula C5H11N3, from OMol25.

```
19
C5H11N3 | OMol25 | ωB97M-V with the def2-TZVPD basis set
C 0.630 2.034 -0.341
C 1.139 0.840 0.410
C 1.122 -0.494 -0.056
N 2.200 -1.396 -0.119
C -0.225 -0.875 0.013
N -0.804 -1.933 -0.656
N -0.867 0.019 0.775
C -2.259 0.325 0.481
H -0.170 1.753 -1.025
H 0.259 2.797 0.348
H 1.444 2.491 -0.914
H 1.935 1.101 1.117
H 3.080 -0.995 -0.405
H 2.234 -2.114 0.595
H -0.189 -2.464 -1.252
H -1.625 -2.357 -0.253
H -2.928 -0.301 1.083
H -2.535 0.207 -0.575
H -2.441 1.362 0.773
```

Summary:
Charge = 0
HOMO energy = -7.22 eV
SMILES = C/C=C(N)\C(N)=N\C

=====

#2
The following is a quantum chemistry calculation of a 2-piece molecular cluster, C5H11N3 overall, from OMol25.

```
19
C5H11N3 | OMol25 | ωB97M-V with the def2-TZVPD basis set
H -1.247 2.405 -0.620
N -0.828 1.536 -0.957
C -0.475 0.667 -0.032
C -1.505 0.240 1.012
C 0.945 0.769 0.565
C 1.778 1.800 0.237
H -2.334 -0.246 0.495
H -1.872 1.121 1.542
H -1.093 -0.461 1.740
H 1.102 0.309 1.537
H 2.716 1.929 0.763
H 1.674 2.302 -0.719
H 1.793 -1.401 -0.318
N 1.314 -0.852 -1.032
C -0.004 -1.188 -1.111
N -0.541 -2.270 -0.416
H -0.502 -1.047 -2.073
H -0.933 -3.013 -0.978
H 0.011 -2.601 0.365
```

Summary:
Charge = 0
HOMO energy (spin up / spin down) = -7.64 / -7.84 eV
SMILES = [H]/N=C(/C)C=C.[H]/N=C\N

=====

Relative to the most stable one, in eV, the structures come out at #1 0.000; #2 2.976.

=====

#1
The following is a quantum chemistry calculation of one molecule with the formula C5H11N3, from OMol25.

```
19
C5H11N3 | OMol25 | ωB97M-V with the def2-TZVPD basis set
N -3.152 -0.002 -0.200
C -1.849 -0.200 0.600
C -0.339 -0.738 0.307
N 0.770 -1.626 -0.243
C 1.912 -0.667 0.170
C 1.695 0.891 -0.255
N 0.384 1.255 0.334
C -0.701 0.555 -0.276
H -2.938 0.491 -1.273
H -3.556 -1.100 -0.175
H -1.621 -0.103 1.839
H -0.073 -0.790 1.470
H 0.765 -1.546 -1.341
H 3.096 -0.773 -0.035
H 2.098 -0.655 1.378
H 1.531 0.693 -1.357
H 2.515 1.447 -0.026
H 0.367 2.437 0.595
H -0.903 0.431 -1.512
```

Summary:
Charge = 0
HOMO energy = -7.66 eV
SMILES = NC1[C@H]2NCCN[C@H]12

=====

#2
The following is a quantum chemistry calculation of a 2-piece molecular cluster, C5H11N3 overall, from OMol25.

```
19
C5H11N3 | OMol25 | ωB97M-V with the def2-TZVPD basis set
C -1.336 0.581 -1.165
N 0.111 0.401 -1.104
N 0.648 -0.701 -1.258
C -0.155 -1.908 -1.354
H -1.769 0.102 -2.050
H -1.536 1.651 -1.189
H -1.797 0.144 -0.277
H 0.528 -2.752 -1.393
H -0.764 -1.908 -2.266
H -0.831 -2.010 -0.500
C 0.602 -0.757 2.292
C 0.658 0.588 1.746
C 0.710 1.390 0.818
N 0.751 2.650 0.281
H 0.978 -1.481 1.555
H 1.222 -0.826 3.188
H -0.412 -1.033 2.591
H 1.398 3.255 0.786
H 0.994 2.613 -0.701
```

Summary:
Charge = 0
HOMO energy = -8.05 eV
SMILES = C/N=N\C.CC#CN

=====

#3
The following is a quantum chemistry calculation of a 2-piece molecular cluster, C5H11N3 overall, from OMol25.

```
19
C5H11N3 | OMol25 | ωB97M-V with the def2-TZVPD basis set
C 0.486 0.600 1.355
C 0.363 0.507 0.036
C 0.576 1.693 -0.860
C -0.241 -1.984 0.162
C 0.071 -0.769 -0.704
N -3.873 -0.433 -0.268
N -3.085 0.282 0.088
N -2.327 1.168 0.301
H 0.359 -0.240 2.016
H 0.731 1.537 1.827
H -0.326 1.899 -1.435
H 1.381 1.489 -1.566
H 0.834 2.580 -0.288
H 0.601 -2.220 0.808
H -0.438 -2.844 -0.473
H -1.121 -1.816 0.780
H -0.762 -0.589 -1.392
H 0.942 -0.999 -1.326
H -1.639 1.126 1.041
```

Summary:
Charge = 0
HOMO energy = -9.44 eV

=====

Relative to the most stable one, in eV, the structures come out at #1 6.654; #2 1.907; #3 0.000.

=====

#1
The following is a quantum chemistry calculation of a 2-piece molecular cluster, C2H7OS overall, from OMol25.

```
11
C2H7OS | OMol25 | ωB97M-V with the def2-TZVPD basis set
O -0.884 2.707 1.131
H -0.328 2.128 0.572
C -0.970 0.088 -0.426
S 0.625 -0.404 -0.639
C 0.929 -2.095 0.095
H -1.347 0.569 0.455
H -1.733 -0.193 -1.145
H -1.219 2.083 1.783
H 1.991 -2.303 -0.064
H 0.713 -2.132 1.166
H 0.294 -2.813 -0.428
```

Summary:
Charge = -1
HOMO energy = -1.61 eV

=====

#2
The following is a quantum chemistry calculation of C2H7OS as an isolated structure, from OMol25.

```
11
C2H7OS | OMol25 | ωB97M-V with the def2-TZVPD basis set
C -1.171 -1.723 -0.172
S -1.315 0.060 -0.131
H -0.558 -2.078 -1.007
H -2.132 -2.216 -0.317
H -0.712 -2.231 0.680
H 0.114 0.875 0.150
C 2.300 0.585 0.217
O 1.149 1.377 0.209
H 2.450 0.207 -0.796
H 2.162 -0.179 0.997
H 3.116 1.209 0.592
```

Summary:
Charge = -1
HOMO energy = -2.89 eV

=====

#3
The following is a quantum chemistry calculation of a 2-piece molecular cluster, C2H7OS overall, from OMol25.

```
11
C2H7OS | OMol25 | ωB97M-V with the def2-TZVPD basis set
C 1.296 0.225 -1.464
S 2.332 0.293 0.042
H 1.698 0.965 -2.061
H 1.416 -0.771 -1.863
H 0.240 0.590 -1.159
H 0.478 0.641 1.322
C -1.581 -0.499 1.052
O -0.635 0.631 1.176
H -1.615 -0.577 -0.085
H -1.124 -1.398 1.452
H -2.503 -0.100 1.586
```

Summary:
Charge = -1
HOMO energy = -2.44 eV

=====

Relative to the most stable one, in eV, the structures come out at #1 0.955; #2 0.000; #3 0.684.